{"formula": "C13H30ClMnO2P2", "method": "wB97M-V/def2-TZVPD", "elements": ["C", "C", "H", "H", "H", "O", "Cl", "Mn", "P", "C", "C", "H", "H", "H", "H", "H", "H", "C", "H", "H", "H", "P", "C", "C", "H", "H", "H", "C", "H", "H", "H", "H", "H", "H", "C", "O", "C", "C", "C", "C", "H", "H", "H", "H", "H", "H", "H", "H", "H"], "xyz": [[-0.405, 0.145, -4.828], [0.724, 0.537, -4.092], [-0.185, -0.475, -5.721], [-0.916, 1.081, -5.066], [-0.976, -0.383, -4.058], [1.429, 0.452, -3.180], [-1.354, 0.178, -1.907], [0.522, -0.133, 0.607], [0.166, 2.201, -0.290], [1.683, 3.167, 0.093], [-0.238, 3.034, -1.877], [-0.398, 4.104, -1.670], [-1.314, 4.026, 0.358], [-1.158, 2.591, -2.284], [-2.020, 2.425, 0.714], [2.502, 2.781, -0.526], [0.545, 2.908, -2.630], [-1.104, 3.020, 0.753], [1.513, 4.225, -0.134], [-0.761, 3.084, 1.792], [1.948, 3.039, 1.143], [0.369, -2.203, -0.510], [1.868, -3.138, -0.054], [-0.952, -3.178, 0.280], [-0.800, -2.469, -2.624], [0.343, -3.823, -2.297], [0.939, -2.242, -2.898], [0.199, -2.731, -2.251], [-1.918, -2.684, 0.118], [-0.986, -4.190, -0.171], [1.791, -4.164, -0.450], [1.974, -3.167, 1.035], [-0.764, -3.263, 1.356], [2.754, -2.644, -0.480], [2.287, 0.054, 0.146], [3.392, 0.044, -0.244], [-1.993, -0.731, 2.415], [-0.869, 0.179, 2.944], [-0.701, 0.229, 4.463], [0.582, -0.237, 2.474], [-1.800, -1.813, 2.565], [-2.201, -0.567, 1.339], [-2.926, -0.472, 2.940], [-1.099, 1.199, 2.570], [-0.347, -0.742, 4.848], [0.060, 0.991, 4.679], [-1.619, 0.512, 4.962], [1.346, 0.471, 2.816], [0.867, -1.228, 2.831]], "forces_ev_per_a": [[0.0, 0.8, -2.0], [2.6, -2.4, 5.0], [0.1, 0.5, 0.4], [-0.4, -0.1, -0.4], [-0.3, -0.1, 0.6], [-1.8, 1.3, -4.1], [-0.3, -0.7, 0.5], [-5.4, 1.1, -1.7], [0.2, 1.9, 0.1], [-0.2, -0.2, 0.0], [-0.5, -0.4, -0.5], [0.3, -0.4, -0.1], [0.1, -0.3, 0.2], [0.3, 0.4, 0.2], [0.0, 0.1, 0.0], [-0.1, 0.2, 0.1], [0.1, 0.2, 0.2], [-0.1, -0.1, 0.0], [0.2, -0.2, 0.1], [-0.1, 0.1, -0.2], [0.1, 0.1, 0.0], [-0.1, -2.3, -0.4], [0.2, -0.1, -0.1], [-0.3, -0.3, -0.1], [0.3, -0.1, 0.2], [0.0, 0.4, 0.1], [-0.1, -0.2, 0.2], [-0.2, 0.4, -0.5], [0.2, -0.2, 0.0], [0.1, 0.5, 0.3], [0.1, 0.4, 0.3], [0.1, -0.1, -0.1], [-0.1, -0.1, -0.2], [-0.2, -0.3, 0.1], [9.6, 0.2, -1.9], [-5.2, 0.2, 1.5], [-0.1, -0.3, 0.1], [0.4, 0.0, -1.4], [0.7, 0.0, 0.0], [0.0, 0.1, 2.3], [-0.1, 0.7, 0.1], [0.2, 0.0, 0.3], [0.3, -0.2, -0.2], [0.3, -0.5, 0.4], [-0.2, 0.4, 0.0], [-0.2, -0.3, 0.3], [-0.3, 0.0, 0.0], [-0.1, 0.0, 0.0], [-0.1, -0.2, -0.1]], "multiplicity": 5, "lumo_ha": [-0.313, -0.306], "max_force_ha_per_bohr": 0.1908, "mol_weight_g_mol": 370.72, "total_charge": 2, "homo_energy_ev": [-14.62, -15.23], "s2": 6.306}